Molecular formula: C60H49InNOP3SiTe
Method: DFT, ωB97M-V/def2-TZVPD

Cartesian coordinates (Å):
H  -0.36  0.79  5.80
C  -5.53  3.05  0.16
C  -1.50  -6.92  1.38
H  5.27  2.95  -0.51
C  -0.89  -4.66  0.83
H  -3.35  -1.31  1.69
H  -0.85  2.63  -4.02
H  2.38  1.89  -3.38
H  0.65  4.93  0.05
C  -1.52  -0.79  -5.91
C  1.99  -1.02  -5.90
C  -4.98  1.36  1.77
C  -3.42  -1.15  3.72
C  -1.05  3.27  3.55
H  -0.92  -8.49  0.03
C  -4.24  3.40  0.11
C  -1.43  -3.09  3.86
Te  -4.15  -0.67  -1.22
H  -1.93  -7.59  2.10
H  1.69  2.95  1.61
C  3.50  3.10  0.58
H  4.81  -0.90  -3.28
C  -1.32  5.02  1.02
C  2.65  0.85  -0.96
Si  0.37  0.32  0.75
C  -0.86  -7.41  0.23
C  4.71  -1.67  -2.41
H  1.03  7.23  0.33
H  -1.15  -2.49  -3.03
H  -0.65  8.86  1.31
C  0.74  -2.50  1.70
H  -3.02  1.16  2.31
C  -3.67  1.78  1.73
C  -0.81  2.61  4.75
C  -2.31  5.83  1.49
C  1.24  -1.20  1.47
C  -5.94  1.96  0.99
C  2.19  -0.18  -3.63
C  2.44  1.34  -5.52
C  4.32  2.50  -0.41
H  0.29  -0.34  3.63
C  2.77  -3.00  3.02
C  -1.24  -1.72  -3.78
C  2.24  2.52  0.80
C  0.11  6.85  0.77
C  2.53  -0.86  2.03
H  3.95  3.92  1.13
C  -1.27  1.90  -3.35
H  -0.74  2.53  -1.53
H  -0.53  -3.77  3.94
C  -0.44  -5.14  -0.43
N  -1.14  -0.47  -3.25
H  -1.39  1.31  -6.15
H  1.22  -4.30  2.73
H  2.55  2.44  -5.91
C  -0.29  1.28  2.36
H  -1.91  -5.10  2.58
C  1.76  1.36  0.03
H  -3.69  -1.47  5.78
H  -1.14  3.16  5.62
H  -4.07  -0.35  3.72
C  -1.36  0.48  -5.45
C  -0.36  1.32  4.79
H  2.52  -2.62  0.03
C  2.29  1.10  -4.16
H  -5.24  0.53  2.43
H  -6.98  1.76  1.12
C  -1.43  -1.93  -5.11
H  -2.98  7.76  1.97
P  -0.93  -2.87  1.07
C  -1.18  0.60  -4.05
H  4.26  -1.48  3.12
C  2.04  -1.26  -4.52
C  -0.82  2.59  2.31
H  0.01  -6.82  -1.72
C  5.86  -2.37  -1.94
C  2.17  0.27  -6.41
H  -3.92  4.11  -0.63
C  -0.34  -6.48  -0.66
C  3.29  -1.75  2.78
H  -1.55  4.20  3.60
C  -0.08  5.53  0.62
C  -3.17  -1.78  4.92
C  5.76  -3.14  -0.82
H  4.50  -3.94  0.70
H  2.90  0.13  1.88
O  -0.44  1.90  -2.18
C  -0.86  7.73  1.28
C  3.51  -1.74  -1.71
P  2.00  -0.63  -1.87
C  -1.43  -5.58  1.73
H  -2.05  -3.30  5.90
H  1.90  -2.30  -4.10
H  2.20  0.37  -7.47
C  3.89  1.44  -1.13
H  6.60  -3.65  -0.32
P  -1.44  3.20  0.72
H  -6.32  3.64  -0.36
H  -1.63  -0.80  -6.99
C  -3.27  2.77  0.91
H  -1.42  -2.96  -5.43
C  3.45  -2.58  -0.62
C  -2.09  7.22  1.61
C  -2.16  -2.75  4.98
H  -3.27  5.41  1.84
H  1.76  -1.81  -6.54
H  6.81  -2.26  -2.43
H  -0.14  -4.45  -1.28
C  4.56  -3.30  -0.16
H  4.71  0.82  -1.74
C  -0.06  0.64  3.57
H  3.24  -3.76  3.63
In  -1.57  -0.20  -0.96
H  -2.33  2.06  -3.22
C  -1.80  -2.59  2.58
C  -2.84  -1.67  2.53
C  1.55  -3.32  2.47

HOMO   -6.0 eV
Net charge   0
Orbital gap   6.38 eV

Atomic partial charges in e from the Löwdin method, atoms 1 to 2:
1. H 0.1262
2. C -0.0884

---

Molecular formula: C60H50AuN6O2S3Si
Method: DFT, ωB97M-V/def2-TZVPD

Cartesian coordinates (Å):
H  -5.32  0.44  -0.98
C  4.40  -2.41  -1.15
C  4.02  0.18  -3.28
H  1.45  4.37  -2.22
H  0.33  2.29  -1.54
C  -4.28  -5.45  -3.08
C  -1.75  5.25  -2.92
C  -6.20  0.18  -2.91
C  5.12  -1.10  1.99
H  -4.68  -6.17  -2.38
H  3.86  -5.72  -0.68
C  -1.53  -1.52  3.78
H  -3.96  -4.88  -6.40
C  5.58  2.26  -2.31
S  2.63  -0.09  1.85
N  2.96  0.48  0.46
H  5.65  -4.15  -1.33
H  7.09  -1.92  2.01
C  4.77  1.54  -1.44
C  3.66  -4.66  -0.71
S  2.66  -0.24  -1.01
C  -3.87  -4.72  -5.33
O  -1.29  -0.42  -3.33
H  -2.87  -2.83  -5.54
H  -4.63  4.23  2.26
C  -3.45  0.71  1.24
H  -0.42  4.85  2.11
C  -0.43  1.62  4.22
C  3.78  -1.36  2.28
H  -4.12  0.08  3.18
C  -3.67  -4.30  -2.59
C  -1.12  -1.37  2.46
N  -0.39  0.51  0.52
H  2.30  -2.74  2.96
H  -2.69  -2.71  5.13
H  -3.59  -4.10  -1.54
C  -4.30  3.24  1.98
C  4.66  -3.77  -1.08
C  3.14  -1.95  -0.83
C  5.64  -3.34  2.71
H  -7.13  -0.20  -2.51
C  4.30  -3.57  2.99
C  -6.02  0.30  -4.28
C  3.35  -2.58  2.77
C  -2.38  4.08  -2.52
C  -2.40  -3.26  1.80
O  -2.42  -2.09  -1.67
H  -3.15  -0.29  0.94
C  3.63  3.25  4.72
Au  -0.88  -0.14  -1.32
H  1.14  -2.44  -0.21
H  3.85  4.05  5.42
H  5.18  -1.72  -1.45
C  -4.37  -5.67  -4.44
H  6.36  -4.12  2.87
H  3.91  4.50  3.00
C  -0.09  1.59  2.87
H  3.37  -0.60  -3.66
C  5.61  1.94  -3.65
H  -2.87  1.54  -4.33
H  -1.27  -2.08  0.42
H  3.27  1.79  6.26
C  2.40  -4.18  -0.38
C  -0.41  3.95  2.71
C  -3.80  1.16  -3.93
C  -4.43  2.18  2.87
C  -1.56  -2.22  1.46
C  -2.37  -2.57  4.11
H  5.43  -0.15  1.59
H  -4.86  2.34  3.84
H  -3.63  3.87  0.04
H  -0.99  2.87  5.87
H  -2.74  -3.94  1.03
C  3.99  0.51  -1.93
C  0.37  4.29  -2.29
C  6.05  -2.10  2.22
S  -0.22  0.08  1.89
H  3.98  -4.54  3.37
C  3.02  0.97  4.30
H  -6.82  0.01  -4.95
H  4.86  0.64  -5.19
H  -4.69  0.89  -5.86
C  -3.96  1.03  -2.54
H  1.62  -4.87  -0.08
C  -0.27  3.12  -1.90
H  4.72  1.80  -0.39
C  -4.82  0.79  -4.79
H  -3.51  -4.23  3.36
C  2.12  -2.83  -0.44
N  -2.47  -2.22  -2.95
C  -3.74  3.03  0.72
H  6.22  2.52  -4.34
C  3.40  2.50  2.45
H  -3.46  4.00  -2.63
H  0.15  2.70  1.04
H  0.13  6.27  -3.09
Si  -2.60  1.52  -1.38
H  -0.44  0.72  4.81
H  2.75  -0.02  4.65
N  1.26  -0.71  2.18
C  3.67  3.51  3.36
H  3.40  2.67  1.38
C  -2.82  -3.43  3.11
C  -1.66  3.00  -1.99
H  -2.33  6.07  -3.32
H  -1.20  -0.85  4.55
C  -3.16  -3.38  -3.49
C  -0.37  5.36  -2.79
N  1.41  -0.08  -1.73
H  -1.05  4.93  4.50
H  6.18  3.08  -1.93
C  -4.00  0.91  2.49
C  -0.09  2.75  2.10
C  -3.26  -3.57  -4.86
H  -4.84  -6.57  -4.82
C  3.08  1.24  2.94
C  3.30  1.99  5.19
C  -0.74  2.84  4.81
C  -0.75  3.99  4.05
C  -3.30  1.76  0.34
N  -1.95  -1.44  -3.79
C  4.84  0.89  -4.14
C  -5.17  0.54  -2.05

HOMO   -9.8 eV
Net charge   +1
Orbital gap   7.29 eV
Relative energy (zero: lowest compared OMol25 entry of this formula, charge and spin)   3.4 kcal per mole

Atomic partial charges in e from the Löwdin method, atoms 1 to 2:
1. H 0.0985
2. C -0.0603

---

Q: Which of these has the lowest HOMO?
A: C60H50AuN6O2S3Si